An isolated molecule of C18H22ClNO4 at a distorted geometry. Source: OMol25; level of theory: ωB97M-V with the def2-TZVPD basis set.

E: -41212.977 eV
SMILES: O=C(CCC(=O)OCC(=O)c1ccc(Cl)cc1)NC1CCCCC1
energy above the lowest of the compared OMol25 structures with the same formula, charge and spin: 328.6 kcal per mole

Bonds (Å) are listed after each position.
CARTESIAN COORDINATES (ANGSTROEM)
1 O -0.2942 -1.3225 1.0443  C2 1.153
2 C -0.4682 -0.2649 1.4689  O1 1.153, N3 1.394, C22 1.545
3 N -1.6181 0.4912 1.2453  C2 1.394, H4 0.907, C5 1.719
4 H -1.7991 1.3056 1.6018  N3 0.907
5 C -2.7390 -0.1550 0.1137  N3 1.719, C6 1.535, C10 1.415, H21 1.273
6 C -3.4038 -1.4490 0.6031  C5 1.535, C7 1.485, H19 1.115, H20 1.150
7 C -4.5062 -1.8259 -0.3179  C6 1.485, C8 1.829, H17 1.069, H18 1.103
8 C -3.8524 -1.6299 -2.0150  C7 1.829, C9 1.513, H15 1.126, H16 0.998
9 C -3.2872 -0.2502 -2.2705  C8 1.513, C10 1.634, H13 1.155, H14 1.099
10 C -2.1263 0.0145 -1.1508  C5 1.415, C9 1.634, H11 0.860, H12 1.199
11 H -1.4181 -0.4733 -1.1761  C10 0.860
12 H -1.8482 1.1472 -1.4288  C10 1.199
13 H -2.7748 -0.4386 -3.2882  C9 1.155
14 H -4.0033 0.5669 -2.1047  C9 1.099
15 H -3.0596 -2.4234 -2.1102  C8 1.126
16 H -4.6778 -1.9105 -2.5005  C8 0.998
17 H -4.7854 -2.8546 -0.2305  C7 1.069
18 H -5.2755 -1.0352 -0.3272  C7 1.103
19 H -2.4410 -1.9895 0.4468  C6 1.115
20 H -3.8059 -1.3313 1.6744  C6 1.150
21 H -3.6135 0.7613 0.2413  C5 1.273
22 C 0.2219 0.4866 2.6289  C2 1.545, H23 0.964, H24 1.159, C25 1.700
23 H -0.0144 0.2551 3.5343  C22 0.964
24 H 1.2454 -0.0407 2.5004  C22 1.159
25 C 0.5001 2.0856 2.1232  C22 1.700, C26 1.278, H45 1.196, H46 1.314
26 C 0.8572 2.3321 0.9209  C25 1.278, O27 1.236, O28 1.308
27 O -0.0654 2.3211 0.0983  C26 1.236
28 O 2.1204 2.5513 0.6629  C26 1.308, C29 1.223
29 C 2.4210 2.6806 -0.5150  O28 1.223, C30 1.630, H43 1.090, H44 1.151
30 C 3.7338 1.8356 -0.9845  C29 1.630, O31 1.325, C32 1.428
31 O 4.6256 2.4983 -1.7064  C30 1.325
32 C 3.6454 0.4203 -0.8191  C30 1.428, C33 1.339, C37 1.431
33 C 2.5289 -0.2320 -0.4712  C32 1.339, C34 1.534, H42 1.239
34 C 2.5176 -1.7336 -0.1580  C33 1.534, C35 1.355, H41 1.015
35 C 3.7353 -2.2984 0.0250  C34 1.355, C36 1.595, Cl40 1.565
36 C 4.9958 -1.3396 -0.1599  C35 1.595, C37 1.271, H39 1.111
37 C 4.9293 -0.2057 -0.7293  C32 1.431, C36 1.271, H38 1.082
38 H 5.8078 0.3672 -0.4639  C37 1.082
39 H 5.8831 -2.0019 -0.0668  C36 1.111
40 Cl 3.7095 -3.7616 0.5799  C35 1.565
41 H 1.6993 -2.2180 0.1976  C34 1.015
42 H 1.3939 0.2604 -0.3967  C33 1.239
43 H 2.6891 3.7307 -0.6279  C29 1.090
44 H 1.6170 2.4191 -1.2966  C29 1.151
45 H -0.5015 2.4926 2.6342  C25 1.196
46 H 1.5015 2.1617 2.9703  C25 1.314